[1]
{
  "formula": "C10H30N6O4",
  "method": "the ωB97M-V functional and the def2-TZVPD basis",
  "species": ["H", "O", "H", "H", "C", "H", "H", "N", "N", "C", "H", "C", "C", "H", "H", "C", "N", "H", "O", "N", "O", "H", "H", "C", "N", "H", "H", "H", "H", "H", "H", "H", "H", "H", "H", "H", "H", "O", "C", "C", "H", "C", "H", "N", "H", "H", "H", "C", "H", "H"],
  "xyz": [[-2.7662, 3.3494, 2.8457], [3.6609, 2.9215, -3.0604], [-3.3242, 1.7600, 2.4401], [1.1308, 3.4971, -2.5966], [0.7915, -1.4016, 2.3312], [-0.0824, -1.4811, 0.0091], [1.6249, 1.3623, -2.2054], [1.6369, 0.4374, -1.7998], [2.6847, -4.2738, 4.1655], [0.3977, -3.4180, 3.5410], [1.7547, 2.0174, -5.3437], [-3.2807, 2.3308, -0.2344], [0.5810, 0.1290, -1.0609], [-3.1949, 4.0901, -1.4493], [2.3997, -4.8090, 4.9733], [1.3092, -5.7067, 2.6523], [0.5947, -1.1817, -0.6779], [-2.1333, 2.0828, -3.4193], [-3.3930, 3.1010, 0.8981], [1.4463, 2.9352, -3.3743], [-0.2714, 0.9149, -0.8820], [-0.9657, 3.5914, -0.6703], [2.0172, -3.8164, 2.2348], [-2.9988, 2.1899, -2.7655], [-1.3138, 3.1681, -1.5186], [0.6973, 2.4999, -3.8935], [-0.3791, -3.4890, 2.7797], [3.4833, 1.9748, -5.5186], [1.4188, -1.9962, 1.6670], [-3.8538, 2.4933, -3.3698], [0.5910, -5.6398, 1.8351], [2.1155, -6.1630, 2.0779], [2.0273, -0.3617, -2.2785], [1.4749, -1.6620, -0.7982], [-0.9280, 2.2350, -1.4946], [1.2107, -0.3956, 2.3485], [-3.2376, 1.1580, -2.5083], [0.7235, -2.0626, 3.6444], [-2.7814, 2.6161, 2.0395], [1.6189, -4.2565, 3.1490], [-4.2796, 2.0222, -0.5428], [-2.7670, 3.0938, -1.5608], [-1.7214, 2.4071, 1.8951], [2.6702, 2.2521, -4.9875], [0.8236, -6.2924, 3.4327], [-0.2439, -1.4223, 1.9910], [2.9716, -3.3648, 4.4994], [2.6829, 2.7811, -3.8004], [-0.0815, -3.7584, 4.4590], [-2.5417, 1.5412, -0.0980]],
  "forces_ev_per_a": [[-0.463, 0.386, -0.370], [-0.610, 0.585, -0.972], [0.172, -0.279, -0.182], [0.767, 0.020, -0.173], [-0.237, -1.651, 1.460], [0.333, -0.161, -0.248], [0.403, -0.212, -0.276], [1.310, -0.306, -0.731], [-0.255, -0.307, -0.465], [-0.227, -0.654, -0.836], [0.642, 0.069, -0.614], [0.522, -0.195, 1.156], [3.324, -4.033, -1.325], [-0.265, -0.063, -0.578], [-0.066, -0.133, 0.071], [-0.874, 1.240, -0.209], [-0.628, 0.344, 0.209], [-0.032, 0.518, 0.105], [-0.540, 0.827, -1.651], [-4.613, 0.755, 1.640], [-4.754, 3.154, 2.117], [0.359, 1.019, 0.057], [0.329, 0.436, 0.138], [-1.453, -0.413, -0.701], [-2.789, 0.679, 2.166], [0.007, 0.488, 0.055], [-0.245, -0.410, -0.372], [-0.079, 0.109, 0.447], [-0.046, 0.015, -0.061], [0.099, 0.262, -0.032], [-0.615, 0.279, 0.134], [0.526, -0.174, 1.043], [0.583, 0.679, -0.211], [-0.401, -0.182, 0.453], [1.116, -1.129, -0.775], [-0.197, -0.098, 0.607], [0.009, -0.011, 0.549], [0.853, 2.016, -0.558], [0.909, -0.281, 1.765], [0.573, -0.903, -0.236], [-0.022, -0.189, -0.285], [2.608, 0.271, -0.951], [0.098, -0.479, -0.343], [0.064, -1.495, -3.724], [0.499, -0.424, -0.062], [-0.093, 0.350, -0.389], [-0.235, 0.217, -0.202], [3.759, -0.162, 3.024], [0.320, 0.147, 0.291], [-0.446, -0.520, 0.048]],
  "relative_energy_ev": 0.000,
  "spin_multiplicity": 2,
  "orbital_gap_ev": [8.3567, 3.2228],
  "total_charge": 1,
  "homo_energy_ha": [-0.39876, -0.39876],
  "lumo_ha": [-0.09166, -0.28033]
}

[2]
{
  "formula": "C34H32N2O7PRuS2Te",
  "method": "the ωB97M-V functional and the def2-TZVPD basis",
  "species": ["C", "N", "C", "C", "S", "C", "Te", "H", "C", "H", "O", "C", "H", "H", "H", "H", "H", "H", "H", "C", "O", "C", "C", "O", "N", "C", "C", "O", "H", "O", "C", "C", "H", "P", "C", "H", "C", "C", "H", "H", "H", "H", "H", "S", "H", "C", "H", "C", "H", "H", "C", "C", "H", "Ru", "H", "O", "H", "C", "H", "H", "C", "H", "C", "H", "H", "H", "C", "C", "C", "H", "C", "O", "C", "C", "C", "C", "H", "C", "C", "C"],
  "xyz": [[3.2883, -0.9442, 4.4685], [2.6178, 0.6871, -2.9893], [-0.4764, -0.8134, 3.8012], [2.1459, 2.5336, -4.4330], [1.8175, -3.0064, -2.3092], [-4.4282, -0.3914, -2.7326], [3.4209, -0.9655, 0.0637], [-1.3033, 3.0623, -2.8660], [-1.3591, -1.8732, 3.8456], [-0.5683, 4.5410, -4.6754], [0.8932, 1.6838, 3.5879], [3.8883, 0.2569, 4.8237], [5.1262, 2.5851, 1.8570], [3.9270, 1.9502, 0.7260], [-5.3976, -0.7566, -3.0469], [5.5277, 1.2145, 0.8158], [-4.9169, -0.4101, -0.6396], [1.6966, 2.8347, -0.5928], [3.0785, 0.6115, 6.7909], [0.8611, 0.8917, 2.4927], [1.1214, -4.0249, -3.0376], [-1.5451, 4.1471, 1.0124], [-1.5715, 2.9810, 0.2496], [1.4426, 1.2143, 1.5044], [-0.2661, -0.9808, 1.4284], [-0.4059, 2.4877, -0.3233], [-2.2032, 0.3550, -3.2731], [-1.1719, -2.0052, -0.8713], [1.7414, 4.8905, 0.7443], [3.2311, -2.8588, -2.5571], [1.7347, 1.6520, -3.4122], [0.0749, 3.7424, -4.3324], [-2.6997, 0.3609, 0.0716], [-0.2326, 0.9868, -1.3776], [1.3404, 3.5497, -4.8859], [1.5326, -2.5202, 2.3304], [3.1459, -1.3343, 3.1390], [-4.1598, -0.1945, -1.3837], [-1.7290, -2.2460, 4.7904], [4.4401, 1.6518, 6.3696], [3.1274, 2.3850, -4.8685], [2.3288, -3.2281, 3.7415], [-2.4655, 4.5226, 1.4420], [1.5374, -3.2665, -0.2660], [-3.6373, -0.2944, -4.7230], [3.6066, -0.4829, 2.1297], [-0.1465, -0.3706, 4.7315], [0.7822, 3.1999, -0.1388], [4.8275, 2.0189, 4.0580], [0.3199, 1.3670, 4.2926], [0.0170, -0.3552, 2.5821], [4.7327, 1.6731, 1.4086], [3.1102, -3.2511, 2.1524], [0.6247, -1.0492, -0.4938], [-2.5082, -3.2112, 2.5970], [-2.6694, -3.2965, 0.1627], [-2.8672, -3.5147, -0.7635], [-3.4441, -0.1264, -3.6715], [-2.5220, 2.4995, 0.0809], [4.7113, -0.0383, 6.7927], [-2.9151, 0.2686, -0.9872], [2.9331, -1.6126, 5.2476], [-1.7749, -2.4195, 2.6464], [-1.4424, 0.5520, -4.0161], [1.6948, 4.1990, -5.6766], [3.4028, 0.5338, -3.6026], [0.4645, 1.8487, -2.8424], [4.0379, 0.6442, 6.2709], [4.3532, 1.0763, 3.8061], [2.2052, -0.1841, -2.6765], [-0.3591, 4.8334, 1.2001], [1.1311, -1.6480, -2.4323], [4.2232, 0.7307, 2.4651], [-1.6626, -2.4384, 0.1643], [2.4960, -2.6553, 2.8299], [0.8081, 4.3583, 0.6135], [-0.3421, 5.7407, 1.7902], [-1.9274, 0.5746, -1.9268], [-0.3324, 2.9005, -3.3228], [-1.2124, -1.9501, 1.4750]],
  "forces_ev_per_a": [[-0.009, 0.017, 0.020], [0.032, 0.050, 0.077], [-0.017, -0.003, -0.019], [0.000, -0.019, -0.006], [0.038, -0.014, -0.129], [-0.001, -0.002, -0.009], [-0.648, 0.285, -0.044], [0.028, 0.007, -0.029], [0.016, 0.010, 0.058], [-0.002, -0.002, -0.001], [0.024, -0.091, -0.149], [-0.015, -0.026, 0.017], [0.002, -0.015, 0.010], [-0.023, 0.017, -0.036], [0.000, 0.002, 0.000], [-0.018, -0.003, -0.007], [-0.001, -0.001, -0.001], [-0.006, 0.009, 0.017], [-0.002, 0.003, 0.002], [0.182, 0.246, -0.053], [-0.030, -0.002, -0.023], [-0.014, -0.030, -0.010], [0.061, 0.007, -0.018], [-0.164, -0.026, 0.381], [-0.044, 0.048, -0.137], [0.031, 0.052, -0.057], [-0.067, -0.011, 0.024], [-0.402, -0.297, 0.332], [0.002, 0.009, 0.006], [-0.029, 0.004, -0.011], [-0.005, 0.036, -0.046], [-0.002, -0.007, 0.012], [0.001, 0.048, 0.030], [0.262, 0.050, 0.123], [0.008, -0.003, 0.010], [0.082, -0.046, 0.030], [-0.054, -0.038, -0.033], [0.027, 0.014, 0.027], [-0.006, -0.008, -0.011], [-0.005, -0.003, -0.004], [0.000, 0.003, 0.000], [0.003, -0.014, 0.026], [0.000, -0.002, 0.002], [-0.169, -0.242, 0.201], [-0.002, -0.002, -0.002], [0.157, 0.022, 0.016], [0.019, 0.004, -0.018], [-0.041, 0.078, -0.012], [-0.008, 0.002, 0.000], [-0.014, -0.004, -0.022], [-0.039, 0.017, 0.043], [-0.041, -0.014, 0.047], [-0.012, -0.002, 0.041], [0.866, 0.059, -0.162], [0.004, 0.003, 0.012], [0.046, 0.050, 0.054], [0.022, -0.001, 0.021], [0.013, 0.009, 0.008], [-0.055, -0.081, -0.011], [0.005, -0.002, -0.005], [0.016, 0.020, -0.039], [0.000, -0.009, 0.012], [-0.049, -0.082, -0.064], [-0.005, -0.010, -0.008], [0.002, 0.000, 0.000], [-0.024, 0.007, -0.012], [-0.064, -0.023, -0.025], [0.003, -0.002, -0.014], [-0.006, 0.011, -0.004], [-0.013, -0.048, -0.043], [-0.004, 0.006, 0.015], [-0.038, 0.037, -0.052], [0.040, -0.093, -0.045], [0.168, 0.067, -0.717], [0.051, 0.001, 0.010], [0.006, -0.021, -0.032], [0.000, 0.002, -0.002], [-0.042, -0.048, -0.032], [0.003, 0.009, 0.021], [-0.030, 0.025, 0.452]],
  "relative_energy_ev": 0.212,
  "spin_multiplicity": 2,
  "orbital_gap_ev": [5.7383, 6.2593],
  "total_charge": 0,
  "homo_energy_ha": [-0.26141, -0.28052],
  "lumo_ha": [-0.05053, -0.05049]
}

[3]
{
  "formula": "C3H7N3",
  "method": "the ωB97M-V functional and the def2-TZVPD basis",
  "species": ["N", "H", "C", "N", "H", "H", "C", "H", "H", "H", "H", "C", "N"],
  "xyz": [[0.6217, 0.1683, 0.0945], [1.9873, -0.1465, -1.5136], [-0.7903, 0.1429, 0.3360], [1.3794, 0.8771, 0.8026], [-2.3770, -0.4433, -0.6461], [-2.2005, 0.1035, 1.9383], [0.9404, -0.4030, -1.3666], [2.3558, 0.7561, 0.5160], [0.8020, -1.4822, -1.3643], [-0.4145, 0.2356, 2.4258], [0.3013, 0.0851, -2.1006], [-1.1649, 0.1811, 1.6581], [-1.4408, -0.0747, -0.7803]],
  "forces_ev_per_a": [[-1.648, -1.653, -3.257], [0.114, -0.087, -0.017], [0.370, -0.743, -2.286], [1.647, 1.064, 1.165], [-0.116, 0.425, 0.334], [-0.143, 0.031, -0.024], [0.770, 1.040, 1.926], [-0.259, -0.020, -0.165], [-0.187, 0.165, 0.070], [0.072, 0.045, 0.104], [0.160, -0.102, 0.299], [-0.268, 0.013, 1.119], [-0.513, -0.179, 0.733]],
  "relative_energy_ev": 4.159,
  "orbital_gap_ev": [5.8974, 8.8047],
  "total_charge": 0,
  "homo_energy_ha": [-0.25520, -0.30737],
  "lumo_ha": [-0.03848, 0.01620]
}

[4]
{
  "formula": "C18H14N3PdS",
  "method": "the ωB97M-V functional and the def2-TZVPD basis",
  "species": ["C", "Pd", "C", "H", "N", "C", "H", "H", "C", "C", "C", "N", "C", "H", "C", "C", "C", "C", "C", "N", "H", "C", "H", "H", "C", "H", "S", "H", "H", "H", "C", "C", "C", "H", "H", "C", "H"],
  "xyz": [[-0.5983, -0.0591, -2.9010], [0.3135, 0.0507, 0.2273], [-2.3121, 1.1931, 0.4067], [3.8132, -4.0796, 2.3602], [0.6203, -1.3354, -1.2646], [2.0701, -1.1606, 2.3730], [3.2934, -2.1603, 3.8203], [-3.1828, 1.1195, -0.2343], [-0.4675, -2.1519, -4.7094], [2.6598, -3.3325, 0.7157], [0.0439, -1.2415, -2.5537], [1.3339, -2.3212, -1.0064], [1.5437, -1.2023, 1.1035], [-1.5586, -0.8671, -6.0369], [0.1115, -2.2964, -3.4637], [-1.3120, 2.0751, 0.1197], [1.8487, -2.2970, 0.2721], [-1.1716, 0.0783, -4.1533], [3.1783, -3.2826, 1.9996], [-2.2996, 0.1739, 1.4207], [-1.6629, 1.0023, -4.4262], [-0.1325, 2.1391, 0.9718], [-1.3358, 0.0400, 3.3861], [1.8798, -0.3360, 3.0454], [-0.1387, 1.3568, 2.0952], [0.6923, 2.7976, 0.7350], [-4.1978, 1.6295, 2.9471], [0.6109, -3.2119, -3.1819], [-0.6311, 0.7631, -2.1971], [-0.4211, -2.9684, -5.4171], [-2.7888, 1.1920, 2.3969], [-1.4189, 0.7207, 2.5458], [-1.1092, -0.9693, -5.0585], [0.6790, 1.3827, 2.8000], [2.8694, -4.1558, 0.0459], [2.8848, -2.2055, 2.8196], [-1.4541, 2.7573, -0.7061]],
  "forces_ev_per_a": [[0.090, 0.011, 0.152], [-0.182, 0.251, 0.058], [0.795, -1.083, -1.157], [-0.004, -0.004, -0.012], [0.049, -0.009, 0.396], [-0.021, 0.089, 0.110], [0.003, -0.009, 0.001], [0.000, 0.005, 0.014], [0.008, -0.038, -0.022], [-0.048, -0.005, -0.120], [-0.181, -0.069, -0.492], [-0.117, -0.089, -0.582], [0.130, 0.167, -0.027], [0.000, 0.002, 0.003], [0.044, -0.029, 0.116], [-0.187, 0.090, 0.317], [0.105, 0.103, 0.475], [-0.028, 0.010, -0.063], [0.035, -0.005, 0.086], [-0.594, 1.710, 0.308], [0.006, 0.004, 0.019], [-0.176, -0.347, 0.097], [0.114, -0.218, -0.216], [0.007, -0.001, -0.035], [-0.219, 0.129, 0.243], [0.034, -0.063, -0.050], [0.037, 0.495, -0.084], [-0.010, -0.006, -0.022], [-0.008, 0.013, -0.010], [0.007, -0.006, 0.012], [-0.095, -1.326, 0.927], [0.270, 0.222, -0.357], [-0.001, 0.014, 0.013], [0.017, 0.024, -0.050], [0.009, -0.005, 0.016], [-0.003, -0.049, -0.079], [0.114, 0.021, 0.013]],
  "relative_energy_ev": 0.926,
  "orbital_gap_ev": 7.0646,
  "total_charge": 1,
  "homo_energy_ha": -0.43795,
  "lumo_ha": -0.17833
}